[1]
{
  "formula": "C11H44O11",
  "method": "ωB97M-V/def2-TZVPD",
  "homo_energy_ha": -0.340,
  "e_above_lowest_kj_mol": 197.3,
  "e_lumo_ev": -0.423,
  "orbital_gap_ev": 8.82,
  "smiles": "CO.CO.CO.CO.CO.CO.CO.CO.CO.CO.CO",
  "elements": ["C", "O", "H", "H", "H", "H", "C", "O", "H", "H", "H", "H", "C", "O", "H", "H", "H", "H", "C", "O", "H", "H", "H", "H", "C", "O", "H", "H", "H", "H", "C", "O", "H", "H", "H", "H", "C", "O", "H", "H", "H", "H", "C", "O", "H", "H", "H", "H", "C", "O", "H", "H", "H", "H", "C", "O", "H", "H", "H", "H", "C", "O", "H", "H", "H", "H"],
  "positions_angstrom": [[-0.360, -1.302, -3.502], [-0.514, 0.055, -3.668], [-1.332, -1.767, -3.336], [0.142, -1.720, -4.375], [0.305, -1.523, -2.667], [0.265, 0.511, -3.340], [-0.590, -3.653, 4.667], [-0.257, -4.872, 3.959], [-1.660, -3.635, 4.870], [-0.015, -3.692, 5.593], [-0.396, -2.697, 4.180], [0.554, -4.724, 3.467], [-0.989, 3.182, -1.233], [-2.260, 3.755, -1.117], [-0.515, 3.469, -2.171], [-0.343, 3.521, -0.422], [-1.070, 2.097, -1.162], [-2.761, 3.216, -0.500], [2.698, 2.466, 0.953], [2.679, 1.621, -0.163], [1.925, 3.215, 0.778], [2.512, 2.004, 1.922], [3.605, 3.070, 0.920], [3.306, 0.918, 0.021], [-3.034, 1.804, 2.087], [-3.577, 2.022, 0.810], [-3.525, 0.948, 2.549], [-1.993, 1.478, 2.095], [-3.166, 2.662, 2.745], [-4.263, 1.360, 0.696], [-0.127, -0.080, 0.298], [0.314, -1.293, 0.938], [0.239, -0.075, -0.728], [-1.211, 0.029, 0.266], [0.356, 0.826, 0.664], [0.500, -1.162, 1.870], [3.453, -1.411, -1.078], [4.289, -0.564, -0.282], [2.428, -1.509, -0.720], [3.529, -0.964, -2.069], [3.946, -2.382, -1.030], [4.233, -0.882, 0.622], [2.440, 2.256, -3.346], [1.610, 1.381, -2.630], [3.499, 2.324, -3.095], [2.405, 1.954, -4.393], [2.075, 3.283, -3.321], [1.855, 1.447, -1.704], [1.654, -0.223, 4.517], [1.671, -1.058, 3.376], [0.821, -0.490, 5.168], [2.606, -0.315, 5.041], [1.579, 0.827, 4.236], [2.573, -1.204, 3.082], [-3.567, 0.635, -2.659], [-3.304, 0.248, -4.001], [-3.100, -0.120, -2.026], [-3.204, 1.651, -2.508], [-4.649, 0.631, -2.524], [-2.355, 0.371, -4.080], [-2.356, -3.104, -0.481], [-0.940, -3.040, -0.746], [-2.738, -3.976, -1.011], [-2.521, -3.161, 0.595], [-2.862, -2.187, -0.783], [-0.512, -2.452, -0.119]]
}



[2]
{
  "formula": "C11H4AsBr2CoF6N2O5S6",
  "method": "ωB97M-V/def2-TZVPD",
  "homo_energy_ha": [-0.086, -0.086],
  "e_above_lowest_kj_mol": 268.4,
  "e_lumo_ev": [3.373, 3.373],
  "orbital_gap_ev": [5.70, 5.72],
  "multiplicity": 5,
  "charge": -2,
  "elements": ["Co", "F", "C", "F", "F", "S", "O", "O", "N", "S", "O", "O", "C", "F", "F", "F", "S", "As", "S", "S", "S", "Br", "C", "C", "C", "Br", "C", "C", "C", "C", "N", "C", "C", "O", "H", "H", "H", "H"],
  "positions_angstrom": [[0.270, 0.030, -0.543], [0.062, 5.015, 0.723], [-0.642, 4.056, 0.114], [-0.164, 3.867, -1.093], [-1.912, 4.473, 0.019], [-0.669, 2.534, 1.168], [-1.322, 1.527, 0.380], [-1.217, 2.946, 2.426], [0.926, 2.230, 1.301], [3.315, -0.779, -0.009], [4.184, -1.970, 0.086], [2.112, -1.024, -0.893], [4.338, 0.314, -1.194], [5.160, -0.402, -1.980], [5.127, 1.136, -0.460], [3.594, 1.081, -1.988], [-1.946, -1.922, -4.570], [-1.740, -0.674, -2.832], [-0.259, 0.861, -2.835], [-1.389, -1.713, -0.973], [-3.792, -0.134, -3.188], [2.115, 4.177, 3.365], [1.934, 2.304, 3.493], [2.429, 1.698, 4.665], [2.349, 0.349, 4.795], [3.038, -0.431, 6.387], [1.769, -0.467, 3.792], [1.671, -1.873, 3.883], [1.081, -2.567, 2.874], [0.576, -1.858, 1.768], [0.648, -0.556, 1.650], [1.254, 0.162, 2.635], [1.353, 1.580, 2.489], [1.401, 1.700, 0.110], [2.876, 2.312, 5.432], [2.079, -2.374, 4.749], [1.005, -3.645, 2.891], [0.121, -2.387, 0.939]]
}



Copy entry 1 word for word.
{
  "formula": "C11H44O11",
  "method": "ωB97M-V/def2-TZVPD",
  "homo_energy_ha": -0.340,
  "e_above_lowest_kj_mol": 197.3,
  "e_lumo_ev": -0.423,
  "orbital_gap_ev": 8.82,
  "smiles": "CO.CO.CO.CO.CO.CO.CO.CO.CO.CO.CO",
  "elements": ["C", "O", "H", "H", "H", "H", "C", "O", "H", "H", "H", "H", "C", "O", "H", "H", "H", "H", "C", "O", "H", "H", "H", "H", "C", "O", "H", "H", "H", "H", "C", "O", "H", "H", "H", "H", "C", "O", "H", "H", "H", "H", "C", "O", "H", "H", "H", "H", "C", "O", "H", "H", "H", "H", "C", "O", "H", "H", "H", "H", "C", "O", "H", "H", "H", "H"],
  "positions_angstrom": [[-0.360, -1.302, -3.502], [-0.514, 0.055, -3.668], [-1.332, -1.767, -3.336], [0.142, -1.720, -4.375], [0.305, -1.523, -2.667], [0.265, 0.511, -3.340], [-0.590, -3.653, 4.667], [-0.257, -4.872, 3.959], [-1.660, -3.635, 4.870], [-0.015, -3.692, 5.593], [-0.396, -2.697, 4.180], [0.554, -4.724, 3.467], [-0.989, 3.182, -1.233], [-2.260, 3.755, -1.117], [-0.515, 3.469, -2.171], [-0.343, 3.521, -0.422], [-1.070, 2.097, -1.162], [-2.761, 3.216, -0.500], [2.698, 2.466, 0.953], [2.679, 1.621, -0.163], [1.925, 3.215, 0.778], [2.512, 2.004, 1.922], [3.605, 3.070, 0.920], [3.306, 0.918, 0.021], [-3.034, 1.804, 2.087], [-3.577, 2.022, 0.810], [-3.525, 0.948, 2.549], [-1.993, 1.478, 2.095], [-3.166, 2.662, 2.745], [-4.263, 1.360, 0.696], [-0.127, -0.080, 0.298], [0.314, -1.293, 0.938], [0.239, -0.075, -0.728], [-1.211, 0.029, 0.266], [0.356, 0.826, 0.664], [0.500, -1.162, 1.870], [3.453, -1.411, -1.078], [4.289, -0.564, -0.282], [2.428, -1.509, -0.720], [3.529, -0.964, -2.069], [3.946, -2.382, -1.030], [4.233, -0.882, 0.622], [2.440, 2.256, -3.346], [1.610, 1.381, -2.630], [3.499, 2.324, -3.095], [2.405, 1.954, -4.393], [2.075, 3.283, -3.321], [1.855, 1.447, -1.704], [1.654, -0.223, 4.517], [1.671, -1.058, 3.376], [0.821, -0.490, 5.168], [2.606, -0.315, 5.041], [1.579, 0.827, 4.236], [2.573, -1.204, 3.082], [-3.567, 0.635, -2.659], [-3.304, 0.248, -4.001], [-3.100, -0.120, -2.026], [-3.204, 1.651, -2.508], [-4.649, 0.631, -2.524], [-2.355, 0.371, -4.080], [-2.356, -3.104, -0.481], [-0.940, -3.040, -0.746], [-2.738, -3.976, -1.011], [-2.521, -3.161, 0.595], [-2.862, -2.187, -0.783], [-0.512, -2.452, -0.119]]
}